A structure of composition C29H44FeN3O3SSe4, computed with wB97M-V/def2-TZVPD.

The geometry in XYZ format:
```
85
Properties=species:S:1:pos:R:3
Fe -1.767 0.464 -1.991
C 2.330 2.691 3.121
C 1.064 2.065 3.723
C 0.572 2.991 4.836
C 1.430 0.712 4.352
C 0.015 1.853 2.632
C 0.375 1.143 1.475
C -0.559 0.909 0.482
N -0.387 0.263 -0.724
C 0.722 -0.445 -1.145
C 1.700 -1.048 -0.376
C 2.773 -1.709 -0.990
C 2.801 -1.763 -2.371
C 1.781 -1.232 -3.190
C 0.722 -0.583 -2.556
O -0.344 -0.082 -3.170
C 1.935 -1.402 -4.710
C 0.759 -0.872 -5.536
C 2.093 -2.892 -5.049
C 3.195 -0.646 -5.160
C 3.849 -2.347 -0.108
C 5.014 -2.907 -0.923
C 4.413 -1.299 0.862
C 3.229 -3.497 0.697
C -1.854 1.480 0.563
O -2.618 1.308 -0.514
C -2.225 2.211 1.688
C -1.275 2.331 2.727
C -3.578 2.920 1.886
C -4.499 2.909 0.659
C -4.328 2.258 3.053
C -3.332 4.400 2.229
H 3.065 2.895 3.907
H 2.087 3.631 2.619
H 2.795 2.032 2.387
H 1.373 3.144 5.566
H -0.285 2.565 5.362
H 0.282 3.966 4.439
H 2.205 0.833 5.117
H 1.798 0.020 3.592
H 0.550 0.259 4.814
H 1.389 0.799 1.338
H 1.597 -1.055 0.699
H 3.630 -2.257 -2.860
H -0.168 -1.391 -5.299
H 0.984 -1.031 -6.598
H 0.588 0.189 -5.368
H 1.204 -3.444 -4.739
H 2.959 -3.336 -4.554
H 2.219 -3.018 -6.130
H 3.116 0.410 -4.893
H 3.314 -0.720 -6.247
H 4.096 -1.047 -4.690
H 5.489 -2.128 -1.525
H 4.686 -3.707 -1.590
H 5.767 -3.322 -0.247
H 4.833 -0.455 0.308
H 5.201 -1.735 1.486
H 3.637 -0.911 1.523
H 2.827 -4.255 0.023
H 2.410 -3.141 1.323
H 3.979 -3.967 1.344
H -1.577 2.850 3.627
H -4.879 1.916 0.426
H -3.992 3.276 -0.231
H -5.357 3.560 0.867
H -4.506 1.201 2.845
H -5.297 2.747 3.204
H -3.760 2.328 3.983
H -2.873 4.910 1.379
H -2.672 4.523 3.088
H -4.284 4.892 2.456
Se -2.889 -1.614 -2.844
Se -3.455 -3.798 -3.118
Se -6.576 -1.786 -1.646
Se -4.868 -0.445 -2.295
N -4.013 -3.244 0.384
C -3.488 -1.972 0.504
N -4.290 -1.047 1.152
O -2.367 -1.680 0.136
H -5.014 -3.273 0.243
H -3.518 -3.778 -0.321
H -5.286 -1.172 1.038
H -3.965 -0.107 0.967
S -2.710 1.706 -3.428
```

E_HOMO (spin up / spin down): -1.5 / -1.6 eV
strongest force on any atom: 2.58 eV/A
HOMO-LUMO gap (spin up / spin down): 5.573 / 4.966 eV
2S+1: 6
net charge: -2
calculated total energy: -12789.21235 a.u.

Taken from the Mulliken analysis, the atomic charges in e are:
1. Fe -0.1662
2. C -1.6514
3. C 2.2764
4. C -2.3067
5. C -1.4212
6. C -0.4435
7. C -0.1470
8. C 0.3247
9. N -0.5467
10. C 0.1591
11. C -0.9247
12. C -0.4954
13. C -0.1230
14. C -0.3131
15. C 1.0932
16. O -1.4999
17. C 2.3092
18. C -2.1468
19. C -1.6928
20. C -1.7092
21. C 2.2899
22. C -2.3058
23. C -1.3474
24. C -1.7042
25. C 0.6574
26. O -1.0682
27. C -0.0605
28. C -0.5238
29. C 2.3276
30. C -2.0349
31. C -1.5178
32. C -1.7679
33. H 0.4691
34. H 0.3337
35. H 0.2231
36. H 0.4537
37. H 0.3402
38. H 0.3919
39. H 0.4404
40. H 0.1510
41. H 0.3295
42. H 0.9473
43. H 1.0515
44. H 0.3989
45. H 0.3497
46. H 0.5222
47. H 0.3743
48. H 0.3879
49. H 0.3028
50. H 0.4464
51. H 0.3542
52. H 0.4529
53. H 0.2883
54. H 0.3595
55. H 0.3909
56. H 0.4463
57. H 0.3166
58. H 0.4926
59. H 0.0847
60. H 0.3558
61. H 0.3138
62. H 0.4381
63. H 0.3128
64. H 0.2879
65. H 0.3854
66. H 0.5032
67. H 0.2426
68. H 0.4701
69. H 0.2644
70. H 0.4079
71. H 0.2911
72. H 0.4463
73. Se 0.3369
74. Se -0.5722
75. Se -0.5857
76. Se 0.0282
77. N -0.4540
78. C -0.0204
79. N -0.3645
80. O -0.3692
81. H 0.2888
82. H 0.1870
83. H 0.2897
84. H 0.2499
85. S -0.3529